(1)
{"formula": "C15H39N2O2P2", "method": "ωB97M-V/def2-TZVPD", "gap_ev": 8.36, "de_lowest_kcal_mol": 0.00, "homo_ev": -10.98, "multiplicity": 1, "charge": 1, "species": ["C", "C", "C", "C", "C", "P", "P", "N", "C", "C", "C", "C", "H", "H", "H", "H", "H", "H", "H", "H", "H", "H", "H", "H", "H", "H", "H", "H", "H", "H", "H", "H", "H", "H", "H", "H", "C", "O", "C", "C", "N", "C", "C", "O", "C", "H", "H", "H", "H", "H", "H", "H", "H", "H", "H", "H", "H", "H", "H", "H"], "coordinates": [[1.8450, -3.0786, 3.8474], [0.3996, -3.5865, 3.7279], [-0.1124, -3.6856, 2.2890], [-0.7291, -2.4440, 1.6048], [-1.9151, -1.8032, 2.3547], [0.4059, -1.1533, 0.9736], [2.0795, -2.1736, -0.1018], [1.7422, -3.5072, -0.7809], [0.8157, 0.2983, 2.0319], [0.6150, 0.0841, 3.5410], [2.2351, 0.8114, 1.7182], [2.4023, 1.3937, 0.3043], [2.5272, -3.8816, 4.1256], [1.9527, -2.2926, 4.5909], [2.2183, -2.6744, 2.8985], [0.3458, -4.5962, 4.1353], [-0.2735, -2.9982, 4.3557], [-0.8952, -4.4471, 2.2341], [0.7043, -4.0605, 1.6654], [-1.1336, -2.8081, 0.6533], [-2.8340, -2.3205, 2.0800], [-1.8029, -1.8878, 3.4332], [-2.0612, -0.7474, 2.1137], [-0.2986, -0.6015, -0.1131], [2.4614, -1.1049, -0.9304], [3.1085, -2.1616, 0.8571], [0.8315, -3.9359, -0.7403], [0.1280, 1.0627, 1.6576], [0.0582, 0.9228, 3.9578], [1.5802, 0.0480, 4.0426], [0.0723, -0.8232, 3.7927], [2.9664, 0.0247, 1.9256], [2.4327, 1.5866, 2.4604], [1.5059, 1.2587, -0.3114], [3.2429, 0.9570, -0.2348], [2.5915, 2.4657, 0.3397], [-2.7829, 0.6546, -0.9163], [-1.4164, 0.6319, -1.3001], [-1.1717, -0.0051, -2.5600], [-0.7008, 0.9915, -3.5943], [-1.7608, 1.9180, -3.9347], [-1.3813, 2.9862, -4.8530], [-0.3328, 3.9840, -4.3773], [-0.7599, 4.7879, -3.2924], [-0.5153, 4.2718, -2.0057], [-2.8302, 1.0865, 0.0829], [-3.3880, 1.2643, -1.5911], [-3.2085, -0.3542, -0.8953], [-2.0802, -0.5090, -2.9001], [-0.3929, -0.7640, -2.4148], [-0.4117, 0.4343, -4.4910], [0.2088, 1.4806, -3.2107], [-2.1351, 2.3263, -3.0874], [-2.2869, 3.5412, -5.1041], [-1.0219, 2.5304, -5.7815], [-0.1299, 4.6687, -5.2030], [0.6158, 3.4938, -4.1225], [0.4072, 3.6785, -1.9832], [-1.3340, 3.6437, -1.6361], [-0.4032, 5.1176, -1.3278]]}

(2)
{"formula": "C15H39N3O12", "method": "ωB97M-V/def2-TZVPD", "gap_ev": 9.64, "smiles": "C[N+](=O)[O-].C[N+](=O)[O-].C[N+](=O)[O-].COCCOC.COCCOC.COCCOC", "de_lowest_kcal_mol": 14.44, "homo_ev": -9.61, "multiplicity": 1, "charge": 0, "species": ["C", "N", "O", "O", "H", "H", "H", "C", "N", "O", "O", "H", "H", "H", "C", "N", "O", "O", "H", "H", "H", "C", "O", "C", "C", "O", "C", "H", "H", "H", "H", "H", "H", "H", "H", "H", "H", "C", "O", "C", "C", "O", "C", "H", "H", "H", "H", "H", "H", "H", "H", "H", "H", "C", "O", "C", "C", "O", "C", "H", "H", "H", "H", "H", "H", "H", "H", "H", "H"], "coordinates": [[-2.2761, 1.2608, 2.8455], [-2.3084, -0.1103, 2.2525], [-2.3155, -0.1909, 1.0528], [-2.2915, -1.0750, 2.9638], [-3.2911, 1.6318, 2.6130], [-1.4931, 1.8238, 2.2547], [-2.0543, 1.2671, 3.9352], [-3.5184, -0.6334, -2.2193], [-4.3742, 0.5808, -2.2469], [-5.4511, 0.4597, -1.6875], [-3.9668, 1.6587, -2.7228], [-3.5540, -1.0189, -1.2129], [-2.5006, -0.3245, -2.4096], [-3.8523, -1.4351, -2.8702], [0.9924, -0.0626, -0.1181], [1.4415, 0.0616, -1.5360], [0.7559, -0.4203, -2.3728], [2.5869, 0.5000, -1.7112], [-0.0323, -0.3540, -0.2052], [1.1014, 0.9149, 0.2996], [1.5818, -0.8057, 0.3535], [6.9041, -0.8488, -0.8700], [5.9956, -0.6718, 0.2282], [4.7680, -1.3601, 0.0961], [4.1071, -1.4913, 1.4437], [3.6308, -0.2065, 1.8415], [3.1952, -0.1334, 3.1702], [7.6666, -0.0230, -0.8081], [6.4386, -0.8163, -1.8533], [7.4918, -1.7510, -0.7440], [4.9255, -2.3460, -0.3337], [4.0391, -0.9308, -0.5869], [4.9276, -1.8042, 2.1210], [3.3041, -2.2219, 1.4272], [4.0164, -0.4580, 3.8670], [2.2944, -0.6963, 3.4506], [2.9931, 0.8825, 3.4269], [1.9333, 5.8602, 0.8468], [1.9027, 4.6887, 0.1499], [1.1891, 4.8103, -1.0194], [0.9392, 3.4392, -1.6681], [0.0841, 2.6037, -0.8962], [-1.2196, 3.0632, -0.7137], [2.2729, 6.6892, 0.1752], [2.7637, 5.8275, 1.5681], [1.0111, 6.1554, 1.3601], [1.7206, 5.4828, -1.6897], [0.2859, 5.3056, -0.7252], [1.8936, 2.9192, -1.7818], [0.4098, 3.5775, -2.5881], [-1.3411, 3.9011, 0.0193], [-1.8259, 2.2719, -0.3246], [-1.7008, 3.2620, -1.6666], [-0.9208, -3.2435, -1.6809], [-2.1161, -2.8664, -0.9273], [-2.3219, -3.7356, 0.1466], [-3.7296, -3.4548, 0.7103], [-4.6380, -3.7721, -0.3231], [-6.0074, -4.0993, 0.0085], [-1.0740, -4.2568, -2.0589], [0.0112, -3.2490, -1.0464], [-0.7780, -2.5188, -2.4741], [-1.5536, -3.6057, 0.9569], [-2.2724, -4.7779, -0.2345], [-3.8065, -2.4312, 1.0237], [-3.8842, -4.1440, 1.5076], [-6.4931, -3.1755, 0.0732], [-6.2156, -4.6962, 0.9443], [-6.3971, -4.6820, -0.8067]]}

(3)
{"formula": "C15H40CeOP2Si", "method": "ωB97M-V/def2-TZVPD", "gap_ev": [6.03, 6.03], "de_lowest_kcal_mol": 1.87, "homo_ev": [-5.93, -5.94], "multiplicity": 1, "charge": 0, "species": ["Ce", "Si", "P", "P", "H", "C", "H", "H", "H", "C", "H", "H", "H", "C", "H", "H", "H", "C", "H", "H", "H", "C", "H", "H", "H", "C", "H", "H", "H", "C", "H", "H", "H", "H", "H", "C", "O", "C", "H", "H", "H", "C", "H", "H", "H", "C", "C", "C", "C", "C", "H", "H", "H", "H", "H", "H", "H", "H", "H", "H"], "coordinates": [[-0.3622, 0.0063, -0.2732], [2.2042, 0.4016, 0.8770], [-0.7983, 1.2219, 2.3560], [1.4043, -1.2373, -2.1160], [-0.7315, 3.9094, -0.8022], [-2.5627, 1.7368, 2.2828], [-2.7964, 2.3265, 3.1818], [-3.2297, 0.8641, 2.2409], [-2.7331, 2.3661, 1.3962], [-0.1047, 2.8978, 2.6566], [-0.6743, 3.3610, 3.4751], [-0.2162, 3.5161, 1.7536], [0.9539, 2.8513, 2.9365], [-0.7579, 0.5369, 4.0559], [-1.1141, 1.2903, 4.7761], [0.2684, 0.2488, 4.3199], [-1.4040, -0.3490, 4.1292], [0.4210, -1.6042, -3.6243], [1.0695, -2.0757, -4.3775], [0.0154, -0.6729, -4.0453], [-0.4141, -2.2806, -3.3957], [2.7335, -0.2619, -2.9259], [3.0900, -0.8147, -3.8067], [3.5760, -0.0835, -2.2475], [2.3456, 0.7092, -3.2648], [2.2491, -2.8457, -1.8770], [2.7381, -3.1471, -2.8168], [1.5317, -3.6259, -1.5858], [3.0066, -2.7598, -1.0876], [3.0521, 2.0194, 0.3494], [2.4062, 2.8913, 0.5280], [3.3521, 1.9889, -0.7097], [3.9575, 2.1113, 0.9778], [2.2433, 0.4241, 2.3933], [3.1809, -0.6788, 0.4537], [-0.6310, 3.1830, -1.6271], [-0.5053, 1.9050, -1.0045], [-1.9326, 3.1798, -2.4135], [-1.9557, 3.9778, -3.1589], [-2.7649, 3.3011, -1.7139], [-2.0908, 2.2280, -2.9388], [0.6221, 3.5274, -2.4131], [0.6024, 3.0429, -3.3975], [1.5486, 3.2207, -1.9151], [0.6635, 4.6127, -2.5471], [-2.1470, -2.9711, -0.2271], [-1.3143, -2.9391, 1.0711], [-2.2375, -2.8397, 2.2857], [-0.4589, -4.1912, 1.1791], [-0.4122, -1.7296, 1.0632], [-2.8487, -3.8173, -0.2271], [-1.4853, -3.0935, -1.1105], [-2.7453, -2.0461, -0.3424], [-3.0166, -3.6059, 2.2304], [-1.6755, -2.9931, 3.2140], [-2.7310, -1.8631, 2.3417], [0.3283, -4.2084, 0.4215], [0.0037, -4.2604, 2.1660], [-1.0797, -5.0862, 1.0373], [0.3637, -1.7760, 1.8429]]}